Record 1
Formula: C31H62O10S
Source: the Open Molecules 2025 dataset
Level of theory: wB97M-V/def2-TZVPD

## Properties
F_max	0.676	eV/Å
charge	0
HOMO level	-8.883	eV
orbital gap	0.3417	hartree
structure (SMILES)	O=S1(=O)C[C@H](CCCO)CCO1.C1CCOC1.C1CCOC1.C1CCOC1.C1CCOC1.C1CCOC1.C1CCOC1
M	626.89	g mol⁻¹

Geometry as XYZ:
```
104
Properties=species:S:1:pos:R:3:forces:R:3:mulliken_charge:R:1
O 0.714540 -1.408283 1.626676 0.11 0.19 0.17 -0.59
S -0.700044 -1.404658 1.393363 0.37 -0.21 -0.50 1.58
O -1.226667 -2.367747 0.482427 -0.31 0.02 0.17 -0.73
C -1.249061 0.208056 0.948450 -0.46 0.36 0.09 -1.08
C -1.072623 1.277482 2.047134 0.07 -0.67 -0.02 0.53
C 0.393268 1.704804 2.202641 -0.12 0.42 -0.06 -0.50
C 0.729214 2.941706 1.363773 0.32 -0.19 -0.06 -1.24
C 0.737717 2.698999 -0.137942 0.08 0.35 0.00 1.04
O 1.727993 1.768634 -0.557948 -0.17 -0.08 -0.24 -0.59
C -1.690472 0.747294 3.348269 -0.03 0.36 -0.06 -1.48
C -1.117039 -0.586871 3.755424 0.04 -0.05 0.13 -0.42
O -1.448426 -1.610529 2.773711 -0.02 0.14 0.12 -0.42
H -2.310562 0.089369 0.733614 -0.01 -0.11 -0.08 0.29
H -0.766785 0.498283 0.021612 0.17 -0.22 -0.07 0.26
H -1.669912 2.125406 1.707156 0.06 0.13 0.01 0.62
H 0.609971 1.921283 3.251737 -0.04 0.03 0.02 0.58
H 1.056469 0.888654 1.919535 0.01 -0.10 0.07 0.16
H 0.044651 3.765978 1.572171 -0.13 -0.03 0.08 0.38
H 1.726484 3.296938 1.646402 0.00 0.04 -0.01 0.40
H -0.234008 2.357744 -0.498712 -0.07 0.02 0.05 -0.85
H 0.931226 3.649657 -0.638089 -0.02 0.01 -0.06 -0.08
H 2.226402 1.460661 0.197491 0.12 -0.10 0.22 0.43
H -2.774841 0.671246 3.241352 -0.03 -0.11 -0.01 0.33
H -1.505484 1.461066 4.154574 0.02 0.00 0.03 0.48
H -0.031801 -0.532372 3.851103 0.04 -0.09 0.01 0.32
H -1.532911 -0.937995 4.694631 -0.06 -0.12 -0.02 0.44
C 1.161833 6.414550 -3.454118 0.03 -0.08 -0.01 -0.70
C 0.235104 5.882229 -4.545720 -0.03 0.04 0.02 -0.72
C -0.358803 4.652912 -3.870067 0.12 0.03 -0.05 -0.25
O -0.413471 4.951501 -2.474182 0.02 0.06 -0.02 -0.32
C 0.349945 6.131273 -2.197393 -0.05 0.11 -0.04 -0.12
H 1.409136 7.469271 -3.563482 -0.02 0.01 -0.01 0.37
H 2.093177 5.844254 -3.442357 0.00 0.00 0.00 0.29
H -0.548757 6.611265 -4.762900 0.00 -0.01 0.00 0.29
H 0.745541 5.642968 -5.477266 0.01 -0.01 0.00 0.38
H 0.274972 3.771850 -4.019561 -0.01 0.00 -0.03 0.30
H -1.365231 4.417625 -4.221262 0.02 0.02 -0.02 0.09
H -0.339266 6.947644 -1.966260 0.05 0.02 0.03 0.05
H 0.971003 5.953016 -1.318345 -0.03 -0.02 0.02 0.27
C -4.652018 2.485007 -2.255649 0.01 0.06 -0.01 -0.69
C -3.588205 2.268787 -3.330655 0.00 -0.11 0.03 -0.63
C -2.305807 2.335346 -2.512824 -0.01 0.21 0.00 0.10
O -2.638045 1.826806 -1.213795 -0.06 0.01 0.08 -0.16
C -4.057258 1.723261 -1.079112 0.05 -0.05 -0.04 -0.59
H -5.638818 2.119432 -2.534780 0.00 -0.01 -0.01 0.39
H -4.735332 3.547319 -2.016109 0.01 0.00 0.01 0.26
H -3.702607 1.280034 -3.779572 -0.01 0.00 -0.01 0.35
H -3.614338 3.010292 -4.127500 -0.02 0.03 0.00 0.32
H -1.948473 3.364428 -2.405526 -0.11 -0.20 0.07 -0.21
H -1.498988 1.731406 -2.930009 0.02 -0.04 0.02 0.36
H -4.339784 0.664830 -1.109108 -0.04 0.01 0.00 0.37
H -4.352156 2.133687 -0.111335 0.02 0.00 0.01 0.27
C -3.311170 9.222113 0.325804 -0.02 -0.03 -0.04 -0.58
C -3.459951 8.063382 1.309794 0.03 0.03 0.03 -0.60
C -2.410438 7.087419 0.793454 -0.02 -0.02 -0.06 -0.13
O -1.367685 7.884482 0.229321 0.02 0.02 0.00 -0.37
C -1.805151 9.238088 0.097925 -0.01 -0.01 0.06 -0.37
H -3.688719 10.170811 0.703651 0.00 0.00 0.02 0.36
H -3.832840 8.993407 -0.605942 0.00 0.00 0.00 0.26
H -3.207377 8.392789 2.319853 0.00 -0.01 0.00 0.26
H -4.459500 7.632112 1.332180 -0.01 0.00 -0.02 0.35
H -2.819346 6.436691 0.012496 -0.02 -0.01 0.02 0.12
H -1.987831 6.459014 1.578568 0.03 0.00 -0.01 0.20
H -1.295609 9.849739 0.850110 -0.02 0.02 -0.01 0.27
H -1.526630 9.604921 -0.890915 0.02 -0.02 -0.01 0.25
C 0.693464 -4.619760 -1.157949 0.05 -0.05 0.06 0.45
C 2.110190 -4.667404 -1.722842 0.06 0.02 0.00 -0.47
C 1.905675 -5.487437 -2.989097 -0.03 -0.03 0.03 -0.24
O 0.583463 -5.199253 -3.446762 0.00 0.00 0.00 -0.46
C -0.137957 -4.499598 -2.425614 0.03 0.04 -0.01 -0.51
H 0.521236 -3.799767 -0.465707 -0.01 0.01 -0.02 -0.26
H 0.465276 -5.556280 -0.641969 0.01 -0.01 -0.01 0.03
H 2.450321 -3.660028 -1.974624 -0.02 0.00 -0.01 0.33
H 2.833626 -5.116362 -1.043029 -0.03 -0.04 0.01 0.23
H 1.980541 -6.561714 -2.778976 0.03 0.01 0.02 0.09
H 2.615106 -5.240986 -3.780930 -0.02 -0.01 -0.03 0.28
H -0.250910 -3.452194 -2.725233 -0.01 0.00 0.03 0.25
H -1.131003 -4.939692 -2.330808 0.00 -0.01 -0.03 0.30
C 2.127197 -3.856318 3.164972 0.08 -0.04 -0.02 0.10
C 2.902901 -5.145022 3.429165 -0.07 -0.02 0.04 -0.41
C 3.130442 -5.061438 4.933224 0.01 0.05 -0.02 -0.56
O 2.007618 -4.358978 5.471365 0.00 0.01 0.00 -0.46
C 1.257707 -3.762581 4.409098 -0.03 -0.06 -0.02 -0.14
H 1.545311 -3.869308 2.246767 0.01 -0.01 -0.02 -0.10
H 2.810850 -3.006576 3.116218 -0.01 0.02 -0.01 0.17
H 2.284883 -6.012670 3.186902 0.01 0.00 -0.01 0.12
H 3.830012 -5.223065 2.863799 0.00 0.00 -0.01 0.38
H 4.042815 -4.500549 5.165395 0.01 -0.02 -0.02 0.28
H 3.196241 -6.039017 5.412895 -0.01 0.00 0.03 0.30
H 0.321046 -4.316820 4.281642 -0.01 0.03 -0.02 0.25
H 1.015242 -2.734174 4.682502 0.01 0.00 0.03 0.05
C 3.874883 -9.635697 -0.684849 0.01 -0.02 0.04 -0.55
C 2.400515 -9.673558 -0.286864 -0.01 0.02 -0.05 -0.59
C 2.308964 -8.485638 0.661945 0.02 -0.01 0.02 -0.38
O 3.268900 -7.533014 0.201832 0.01 0.05 0.00 -0.27
C 4.129673 -8.136347 -0.765440 -0.04 0.01 -0.04 -0.40
H 4.089814 -10.148476 -1.621011 -0.01 0.00 -0.01 0.33
H 4.489104 -10.083447 0.099341 0.00 0.01 0.00 0.28
H 1.770081 -9.507506 -1.163018 0.00 0.01 0.00 0.28
H 2.095315 -10.608469 0.180410 0.01 -0.01 0.01 0.34
H 2.561617 -8.775199 1.687953 -0.02 -0.02 0.00 0.26
H 1.323451 -8.018312 0.668034 0.00 0.03 0.00 0.25
H 3.877157 -7.745100 -1.757523 0.02 -0.02 -0.01 0.19
H 5.160834 -7.863014 -0.539176 0.00 0.02 0.02 0.28
```
Positions in Å, forces in eV/Å.

Record 2
Formula: C31H62O13S4
Source: the Open Molecules 2025 dataset
Level of theory: wB97M-V/def2-TZVPD

## Properties
F_max	2.794	eV/Å
charge	0
HOMO level	-9.347	eV
orbital gap	0.3476	hartree
structure (SMILES)	O=S1(=O)CCCC1.O=S1(=O)CCCC1.O=S1(=O)CCCC1.O=S1(=O)CCCC1.CC(C)=O.CC(C)=O.CC(C)=O.CC(C)=O.CC(C)=O
M	771.09	g mol⁻¹

Geometry as XYZ:
```
110
Properties=species:S:1:pos:R:3:forces:R:3:mulliken_charge:R:1
C -0.781370 -4.380363 -3.598181 -0.59 -1.25 0.14 -0.78
C -0.577928 -3.457995 -4.763020 -0.50 -0.51 -0.98 -0.24
C -1.774305 -2.546780 -4.833682 -0.97 1.12 -0.86 -0.86
S -2.268525 -2.297286 -3.137280 -0.67 0.29 1.40 1.10
O -3.657659 -2.746024 -2.978007 1.44 0.53 -0.06 -0.73
O -1.883746 -0.968686 -2.646067 -0.37 -0.89 -0.52 -0.45
C -1.112653 -3.521490 -2.408376 -1.30 0.30 -0.47 -0.21
H 0.121523 -4.949561 -3.504598 0.48 -0.43 0.55 0.36
H -1.619654 -5.126881 -3.748293 0.80 0.91 -0.06 0.28
H -0.501424 -4.038642 -5.677868 0.16 0.07 -0.20 0.40
H 0.349387 -2.942088 -4.606866 0.42 0.55 -0.05 -0.01
H -2.666785 -2.987184 -5.344966 0.83 0.17 0.45 0.35
H -1.608658 -1.535548 -5.263533 0.05 -0.67 0.24 0.35
H -1.697852 -4.055987 -1.696263 -0.45 -0.35 0.70 0.55
H -0.344130 -2.982480 -1.895734 0.80 0.27 -0.11 -0.13
C -2.320623 2.739161 -1.789328 0.23 0.09 0.35 -0.62
C -0.826084 2.812655 -2.195771 -0.60 -0.99 -0.13 0.92
C -0.299232 4.097242 -1.575396 1.60 -0.28 -1.60 -1.11
S -1.011602 4.234415 0.020214 -1.86 1.55 -1.39 1.06
O -1.398876 5.608710 0.257538 0.50 -0.25 0.48 -0.84
O -0.173547 3.521631 0.932029 0.44 -0.26 0.69 -0.52
C -2.501057 3.313911 -0.370451 -0.44 -0.44 0.31 0.14
H -2.692812 1.721910 -1.849895 -0.05 -0.13 -0.06 0.08
H -2.907167 3.353564 -2.448649 -0.26 0.21 -0.47 0.46
H -0.731668 2.789723 -3.330848 0.20 -0.07 1.61 0.58
H -0.340379 1.923978 -1.712779 -0.11 0.72 -0.74 -0.99
H -0.518133 4.931989 -2.255773 -0.16 0.06 0.68 0.32
H 0.794936 4.026162 -1.465488 -0.34 0.30 0.07 0.41
H -3.400209 3.951878 -0.287910 0.74 -0.02 -0.02 0.46
H -2.591239 2.584931 0.433931 0.05 -0.25 -0.19 -0.52
C -4.102355 -1.021620 1.126482 -0.15 0.73 0.54 -0.20
C -4.448007 -0.189277 -0.125931 -1.16 0.64 1.30 0.66
C -5.960026 -0.354182 -0.338760 -0.61 0.18 1.64 -0.94
S -6.409947 -1.904418 0.506902 0.54 -0.18 1.59 1.13
O -7.060187 -2.893190 -0.302369 -0.05 0.03 -0.56 -0.67
O -7.063330 -1.505318 1.749417 0.53 -0.29 -0.64 -0.66
C -4.651394 -2.401459 0.891648 -0.92 -0.34 0.32 -0.59
H -4.613596 -0.665335 2.063584 0.79 0.16 -0.88 0.40
H -3.027577 -0.939421 1.193451 0.34 -0.39 0.60 -0.37
H -3.874618 -0.618883 -0.921527 0.26 0.13 -0.77 -0.08
H -4.215591 0.878380 0.067367 0.07 -0.65 -0.39 -0.21
H -6.341790 -0.470561 -1.310772 -0.10 0.04 -1.51 0.45
H -6.592848 0.402442 0.204317 0.83 -0.63 -0.53 0.36
H -4.247445 -2.889270 -0.011353 -0.19 0.02 0.39 0.21
H -4.642328 -3.052494 1.811514 -0.15 0.55 -1.14 0.45
C 1.930791 0.127090 -2.115605 -0.14 0.32 -1.33 2.45
C 1.700719 -0.170900 -3.681416 -0.67 0.07 1.93 0.49
C 2.976629 0.282732 -4.308918 0.74 0.00 -0.44 -1.06
S 3.408273 1.878207 -3.611707 -1.53 -0.71 1.28 1.10
O 2.393019 2.850021 -4.001401 0.65 -0.69 0.26 -0.60
O 4.795193 2.195696 -3.775578 0.23 -0.03 0.01 -0.70
C 2.947670 1.252861 -1.926030 -0.89 1.65 0.09 0.19
H 2.383163 -0.771082 -1.756548 0.04 -0.57 0.44 -1.28
H 1.029156 0.312330 -1.533682 -0.08 -0.12 -0.31 -1.24
H 0.822076 0.337156 -4.096871 0.23 -0.06 0.19 0.31
H 1.543369 -1.265251 -3.699849 0.15 0.57 -0.48 -0.39
H 2.947925 0.462070 -5.359679 -0.06 -0.18 -0.94 0.58
H 3.796696 -0.398738 -4.059787 0.06 0.20 -0.11 0.34
H 2.508503 2.139233 -1.412454 0.28 -0.57 -0.37 -0.68
H 3.765499 0.907173 -1.321259 0.77 0.08 -0.13 0.49
C 2.840563 3.630133 1.464909 -0.37 0.18 0.83 -0.30
C 3.067919 2.552401 2.496197 0.01 0.76 1.70 0.92
O 2.337368 2.434325 3.472573 0.31 -0.16 -1.00 -0.52
C 4.361500 1.807585 2.436128 0.06 0.88 -0.35 -1.21
H 3.803598 4.068962 1.187287 -0.19 0.00 -0.08 0.58
H 2.170578 4.378829 1.952975 0.45 -0.54 -0.82 0.22
H 2.378818 3.166392 0.594516 -0.13 0.25 -0.09 -0.51
H 4.378591 1.041867 3.156127 -0.01 -1.02 0.89 0.20
H 5.201848 2.491238 2.620569 -0.27 -0.01 -0.08 0.46
H 4.478886 1.405640 1.459590 0.30 -0.49 -0.96 0.20
C 3.459925 -5.157276 -0.533372 -0.49 -0.41 -0.66 -1.44
C 3.190100 -3.744476 -0.924117 0.14 2.66 -0.26 0.78
O 2.255132 -3.344304 -1.595387 -0.34 -1.33 -0.23 -0.45
C 4.085549 -2.628022 -0.398574 1.10 -1.45 0.81 -0.19
H 3.430615 -5.239093 0.563680 -0.40 -0.27 -0.40 0.30
H 4.444229 -5.490233 -0.828488 0.57 0.29 -0.05 0.41
H 2.781566 -5.792922 -1.132944 -0.05 0.13 0.97 0.32
H 3.884093 -1.650942 -0.827081 -0.30 -0.20 0.19 -0.27
H 5.142376 -2.888496 -0.589802 -0.28 0.11 0.12 0.53
H 3.967690 -2.658171 0.704349 0.09 0.48 -0.47 0.00
C -0.747230 2.639308 3.903148 -0.05 -0.68 -1.07 -0.79
C -1.997979 3.229214 3.270792 -0.03 0.06 1.23 0.86
O -2.776094 2.582998 2.616815 -0.22 -0.53 -0.47 -0.59
C -2.227143 4.692595 3.579595 -0.52 -0.03 -0.90 -1.21
H -0.804573 1.567927 4.180720 -0.13 0.52 -0.65 0.23
H -0.377406 3.141280 4.760575 -0.03 0.83 0.90 0.57
H 0.028450 2.840511 3.140718 -0.19 -0.52 0.36 -0.03
H -2.637498 5.280794 2.716814 0.10 -0.74 0.83 0.24
H -1.248100 5.057842 3.785193 0.58 0.85 0.52 0.37
H -2.883331 4.740097 4.470665 0.38 0.15 -0.44 0.39
C 2.845782 -1.737695 4.001169 -0.38 1.24 1.28 -0.22
C 1.706388 -1.449534 4.974695 -1.38 -1.08 -0.54 0.81
O 0.614272 -1.996533 4.798177 1.39 0.81 0.37 -0.61
C 1.951348 -0.401389 6.051554 0.37 -0.83 -2.56 -1.14
H 2.834864 -2.726723 3.635687 0.13 -1.38 0.09 0.37
H 3.809773 -1.393958 4.391625 -0.12 -0.23 -0.28 0.44
H 2.549077 -1.174236 3.142102 0.26 0.77 -0.64 -0.46
H 2.210053 0.472798 5.422236 0.19 0.02 0.75 0.19
H 2.808392 -0.807840 6.576177 0.06 0.56 0.67 0.41
H 1.032608 -0.253363 6.562329 -0.42 0.17 0.89 0.33
C 0.233876 -2.079729 1.222870 -1.78 -0.06 0.69 -1.11
C 0.704378 -0.670797 1.231835 1.35 0.69 -0.37 0.88
O 1.937301 -0.510651 1.198541 -2.04 0.70 -0.05 -0.54
C -0.373094 0.420203 1.308011 1.21 -0.92 -2.04 0.77
H -0.659581 -2.313824 0.616709 0.30 0.46 0.15 0.04
H -0.021031 -2.367062 2.259123 0.15 0.09 -0.22 0.33
H 1.042247 -2.651404 0.890886 1.17 -1.15 -0.46 0.16
H -1.018084 0.286030 0.405827 0.22 -0.13 0.56 -0.42
H -0.005563 1.434396 1.243508 0.20 0.00 0.53 -0.90
H -0.949216 0.176454 2.160894 -0.81 0.20 0.97 0.87
```
Positions in Å, forces in eV/Å.

Question: The lowest F_max belongs to which entry?
Answer: C31H62O10S